(1)
{"formula": "C44H60BN8O2SeTe4Ti", "method": "ωB97M-V with the def2-TZVPD basis set", "orbital_gap_ev": [5.39, 5.39], "energy_ha": -6649.16034, "de_lowest_ev": 0.0000, "s_squared": 0.763, "multiplicity": 2, "charge": 0, "lumo_energy_ha": [-0.05270, -0.05153], "elements": ["Te", "Te", "Te", "Te", "Se", "Ti", "O", "O", "N", "N", "N", "N", "N", "N", "N", "N", "C", "C", "C", "C", "C", "C", "C", "C", "C", "C", "C", "C", "C", "C", "C", "C", "C", "C", "C", "C", "C", "C", "C", "C", "C", "C", "C", "C", "C", "C", "C", "C", "C", "C", "C", "C", "C", "C", "C", "C", "C", "C", "C", "C", "B", "H", "H", "H", "H", "H", "H", "H", "H", "H", "H", "H", "H", "H", "H", "H", "H", "H", "H", "H", "H", "H", "H", "H", "H", "H", "H", "H", "H", "H", "H", "H", "H", "H", "H", "H", "H", "H", "H", "H", "H", "H", "H", "H", "H", "H", "H", "H", "H", "H", "H", "H", "H", "H", "H", "H", "H", "H", "H", "H", "H"], "positions_angstrom": [[3.437, -2.674, 4.626], [5.212, -3.511, 6.440], [1.633, -0.733, 3.525], [1.839, -2.906, 2.139], [-0.146, 0.613, 1.948], [0.286, -1.281, 0.379], [-1.230, -0.287, -0.348], [1.877, -0.396, 0.148], [-1.836, -4.853, -1.657], [-3.159, -4.636, -1.903], [-1.186, -2.536, 1.390], [0.391, -1.801, -1.700], [0.312, -4.556, -0.425], [-0.644, -2.683, -1.868], [1.527, -3.988, -0.630], [-1.753, -3.321, 0.410], [-3.686, -0.688, -2.049], [-3.572, 4.747, 0.896], [-3.247, -3.147, 2.023], [-2.166, 2.699, 1.500], [-2.987, -3.684, 0.788], [-1.091, -2.611, -3.132], [-4.577, 1.476, -2.848], [-2.394, -6.227, -3.294], [3.951, 2.432, 1.215], [2.350, 0.778, 0.612], [-1.357, -5.792, -2.512], [-1.921, -1.729, 3.666], [1.398, 1.594, 1.287], [-1.648, 1.478, 1.100], [-0.329, -1.684, -3.805], [3.893, -4.642, -0.575], [-2.175, 0.966, -3.224], [2.430, -4.939, -0.485], [3.440, 4.352, 3.972], [5.091, -0.697, 1.409], [-1.937, 0.828, -0.088], [4.855, 0.268, 0.241], [-5.106, 4.756, 0.884], [-3.344, 0.795, -2.247], [0.582, -1.188, -2.863], [-3.408, 2.651, -0.521], [0.465, -5.879, -0.160], [-3.097, 5.302, 2.239], [4.760, 5.099, 1.990], [3.010, 3.278, 1.779], [1.803, -6.168, -0.178], [-3.048, 5.664, -0.219], [1.631, -0.151, -3.072], [-3.050, 3.334, 0.649], [-3.505, -5.468, -2.869], [3.683, 1.179, 0.642], [6.137, 1.069, -0.017], [-2.919, 1.416, -0.922], [4.551, -0.535, -1.030], [1.698, 2.808, 1.849], [2.347, 5.671, 2.145], [-4.902, -5.490, -3.404], [-2.101, -2.440, 2.368], [3.393, 4.594, 2.457], [-0.981, -3.852, -0.869], [-4.367, 2.499, -3.165], [-2.370, 0.437, -4.160], [4.155, 3.565, 4.219], [2.276, -7.118, 0.010], [4.246, -4.714, -1.605], [2.549, -0.613, -3.437], [2.461, 4.053, 4.354], [-1.182, -2.221, 4.296], [5.572, 4.463, 2.345], [-3.964, -1.137, -3.006], [-2.845, -1.250, -1.655], [-0.424, -1.379, -4.833], [2.651, 6.622, 2.588], [-5.476, 5.767, 1.066], [-2.364, -6.985, -4.058], [5.381, -1.216, -1.234], [1.865, 0.373, -2.149], [-1.956, 5.658, -0.244], [0.927, 3.338, 2.394], [4.811, 5.161, 0.901], [-4.124, 3.131, -1.174], [-5.505, 4.421, -0.074], [-4.138, -3.251, 2.617], [-3.411, 5.350, -1.198], [-3.492, 6.309, 2.376], [2.243, 5.815, 1.068], [-0.387, -6.502, 0.058], [-4.524, -0.800, -1.358], [-5.077, -4.631, -4.054], [-1.635, -0.686, 3.554], [-1.256, 0.571, -2.799], [-3.590, -4.289, 0.136], [4.932, 6.099, 2.391], [5.251, -0.173, 2.352], [-0.319, -6.077, -2.513], [-5.502, 4.102, 1.664], [1.295, 0.573, -3.815], [6.568, 1.465, 0.904], [4.440, 0.131, -1.889], [-2.017, 2.025, -3.441], [5.960, -1.333, 1.217], [1.368, 5.423, 2.556], [3.738, 5.265, 4.493], [4.099, -3.634, -0.214], [3.645, -1.129, -0.939], [6.882, 0.403, -0.455], [-1.865, 3.125, 2.448], [-5.075, -6.396, -3.983], [5.968, 1.891, -0.716], [-2.877, -1.730, 4.188], [-1.924, -3.208, -3.463], [4.228, -1.356, 1.523], [-2.008, 5.370, 2.284], [-5.410, 1.491, -2.142], [-5.628, -5.444, -2.594], [-3.449, 4.691, 3.073], [4.981, 2.750, 1.230], [-4.892, 0.918, -3.731], [-3.378, 6.691, -0.047], [4.459, -5.345, 0.035]], "forces_ev_per_a": [[1.22, -0.78, 0.78], [-0.29, 0.44, -0.06], [1.24, -0.05, 2.58], [-0.47, -1.01, -0.81], [-1.03, 2.43, -0.11], [0.10, -0.45, -1.51], [-0.05, 0.01, -0.44], [-0.18, 0.43, 0.01], [-0.08, 0.07, 0.03], [0.02, 0.04, -0.04], [-0.43, 0.03, -0.77], [-0.75, -0.30, 0.32], [0.06, -0.27, -0.57], [0.25, -0.34, 0.20], [-0.03, 0.07, -0.24], [-0.23, -0.20, -0.37], [0.07, -0.04, 0.00], [-0.07, -0.04, 0.01], [0.02, -0.03, 0.04], [0.04, -0.20, 0.07], [0.05, -0.04, 0.00], [0.28, 0.12, -0.14], [0.04, 0.02, 0.04], [0.00, 0.03, -0.03], [0.06, -0.03, -0.16], [-0.79, 0.58, 0.85], [0.01, 0.00, 0.00], [-0.12, 0.02, 0.00], [0.19, -0.46, -0.18], [0.77, -0.15, -0.29], [0.06, -0.06, 0.00], [-0.05, 0.02, -0.04], [0.07, 0.05, 0.01], [0.07, -0.12, 0.32], [-0.01, 0.10, 0.04], [-0.05, -0.22, -0.07], [0.03, -0.20, 0.28], [-0.16, 0.08, -0.11], [0.02, 0.01, 0.04], [-0.03, -0.09, -0.01], [0.02, 0.01, -0.06], [-0.09, 0.02, 0.00], [-0.13, 0.11, 0.40], [-0.02, 0.03, -0.01], [-0.04, 0.03, 0.03], [-0.08, 0.03, 0.08], [0.05, 0.08, 0.00], [0.00, 0.04, 0.02], [-0.04, 0.07, 0.02], [-0.03, 0.03, -0.01], [0.02, 0.02, -0.08], [0.19, 0.01, -0.22], [0.01, -0.09, 0.02], [0.07, -0.07, -0.01], [0.01, 0.00, -0.06], [0.07, -0.01, -0.03], [0.04, 0.04, 0.01], [0.05, 0.02, 0.05], [0.09, 0.18, 0.21], [-0.06, -0.08, -0.05], [-0.20, 0.05, 0.18], [-0.03, 0.00, 0.01], [-0.02, 0.03, -0.01], [0.00, 0.00, -0.01], [-0.03, 0.00, 0.01], [0.02, -0.01, 0.01], [0.00, 0.00, 0.00], [0.01, -0.03, -0.01], [0.09, 0.02, -0.05], [0.00, -0.01, -0.04], [-0.05, 0.03, 0.01], [-0.02, 0.02, 0.05], [0.00, 0.00, 0.01], [0.00, -0.01, 0.00], [-0.01, 0.00, -0.02], [0.00, 0.01, 0.00], [0.03, 0.04, -0.01], [-0.01, -0.01, 0.02], [0.00, -0.01, 0.00], [0.05, 0.06, 0.01], [0.02, -0.01, 0.00], [0.01, 0.01, 0.01], [-0.01, 0.00, 0.01], [0.00, -0.02, -0.01], [0.01, 0.00, 0.00], [-0.01, -0.01, 0.00], [-0.01, 0.00, 0.00], [0.00, -0.02, -0.07], [-0.02, 0.01, -0.03], [-0.02, -0.02, -0.02], [0.07, 0.01, 0.02], [-0.02, -0.03, 0.00], [0.01, -0.04, 0.03], [0.02, -0.01, 0.02], [-0.01, 0.06, -0.02], [0.00, 0.00, 0.01], [0.00, 0.00, -0.01], [0.00, -0.02, -0.01], [-0.01, 0.05, -0.02], [0.02, 0.00, 0.00], [-0.04, 0.00, -0.02], [0.03, 0.06, -0.05], [-0.01, -0.01, -0.03], [0.00, -0.01, 0.00], [-0.04, 0.01, -0.02], [0.04, -0.02, 0.02], [0.00, 0.00, 0.02], [0.06, 0.06, -0.04], [-0.03, 0.00, 0.01], [0.01, 0.01, 0.01], [0.02, -0.07, 0.02], [0.07, -0.08, -0.01], [0.00, 0.02, 0.10], [0.00, -0.02, 0.02], [-0.02, -0.01, -0.03], [0.00, -0.02, 0.00], [0.03, -0.01, 0.01], [0.00, 0.01, -0.01], [0.00, 0.01, 0.00], [-0.02, -0.01, -0.02], [0.03, -0.01, -0.03]], "mulliken_charge": [-0.08, -0.21, -0.26, -0.01, -0.61, -0.36, 0.48, 1.32, 0.68, -1.33, 0.67, -0.02, 1.42, 1.22, -1.11, 1.24, -1.81, 2.04, -1.85, -0.64, -0.28, -0.20, -2.44, -1.34, -0.18, 0.01, -0.30, -1.33, 0.66, -0.41, -1.82, -0.83, -1.54, 0.48, -1.60, -1.14, -0.11, 2.74, -1.71, 2.97, 0.17, -0.37, -0.36, -2.02, -2.06, -0.41, -1.65, -1.55, -1.02, -0.34, 0.75, -0.47, -2.36, -0.68, -1.69, -0.87, -1.83, -1.34, 0.91, 2.13, 0.81, 0.43, 0.46, 0.32, 0.53, 0.26, 0.39, 0.32, 0.27, 0.39, 0.49, 0.07, 0.54, 0.49, 0.47, 0.44, 0.53, -0.14, 0.30, 0.33, 0.40, 0.34, 0.29, 0.46, 0.31, 0.46, 0.39, 0.69, 0.41, 0.24, 0.28, -0.01, 0.73, 0.46, 0.26, 0.48, 0.38, 0.46, 0.42, 0.34, 0.42, 0.45, 0.34, 0.46, -0.08, -0.06, 0.50, 0.65, 0.39, 0.40, 0.38, 0.42, -0.22, 0.27, 0.45, 0.32, 0.39, 0.39, 0.45, 0.46, 0.40]}

***

(2)
{"formula": "C4H10N2O", "method": "ωB97M-V with the def2-TZVPD basis set", "orbital_gap_ev": 10.42, "energy_ha": -343.15517, "de_lowest_ev": 1.2597, "multiplicity": 1, "charge": 0, "lumo_energy_ha": 0.03171, "smiles": "CCC(=O)NCN", "elements": ["O", "N", "N", "C", "C", "C", "C", "H", "H", "H", "H", "H", "H", "H", "H", "H", "H"], "positions_angstrom": [[-0.535, 0.487, -2.216], [0.257, 0.894, 2.120], [-0.163, 1.483, -0.216], [-0.122, -2.116, -1.262], [-0.532, -0.971, -0.328], [0.798, 1.396, 0.851], [-0.372, 0.353, -1.022], [-0.218, -3.099, -0.800], [0.727, 1.386, 2.874], [-0.578, 2.245, -0.727], [-0.005, -1.049, 0.617], [1.228, 2.383, 1.003], [-0.687, -2.131, -2.191], [1.558, 0.684, 0.526], [-1.556, -1.125, 0.012], [0.925, -1.946, -1.514], [-0.725, 1.128, 2.273]], "forces_ev_per_a": [[-0.19, -0.07, 0.02], [-0.30, 0.29, 0.70], [-0.83, -1.95, -0.87], [0.23, 0.17, 0.13], [0.27, -1.26, -0.17], [-0.59, 0.49, 0.07], [-0.48, 0.63, 0.45], [0.02, 0.11, 0.15], [0.14, -0.27, 0.03], [0.88, 0.93, 0.62], [0.46, 0.29, 0.04], [0.30, 0.07, -0.21], [-0.08, 0.18, 0.01], [0.26, 0.24, 0.10], [-0.37, 0.46, -0.33], [0.07, -0.29, -0.18], [0.21, -0.02, -0.57]], "mulliken_charge": [-0.59, -0.58, -0.15, -1.22, -0.19, -0.56, 0.28, 0.38, 0.24, 0.25, 0.33, 0.39, 0.28, 0.34, 0.28, 0.31, 0.21]}